[1]
Below is C15H12BF3FeO4 as an isolated structure in a non-equilibrium geometry, with properties calculated with ωB97M-V with the def2-TZVPD basis set.

Output
- Total charge: +2
- Multiplicity: 5
- Energy relative to the best compared isomer or geometry (same formula, charge and spin): 129.01 kcal per mole
- Orbital gap (spin up / spin down): 5.5 / 3.6 eV

Each line ends with the natural charge from an NBO analysis.
Positions of all 36 atoms, in Å:
C 5.002 0.260 -1.715  -0.70
C 4.072 1.294 -1.416  0.49
C 3.693 2.633 -1.576  -0.24
C 2.229 2.612 -1.295  -0.15
C 1.923 1.207 -1.404  0.42
B 1.619 3.619 2.850  1.50
F 2.353 4.564 2.198  -0.49
F 0.256 3.700 2.757  -0.50
F 2.162 2.507 3.392  -0.50
O 2.959 0.580 -0.967  -0.43
H 5.959 0.595 -2.106  0.28
H 5.107 -0.379 -0.825  0.30
H 4.480 -0.427 -2.408  0.29
H 4.323 3.437 -1.994  0.31
H 1.504 3.433 -1.180  0.29
O -5.946 -4.485 0.810  -0.40
C -5.169 -3.616 0.753  0.44
Fe -4.365 -2.098 0.538  0.11
C -4.791 -1.852 -1.186  0.43
O -5.465 -1.912 -2.128  -0.41
C -5.393 -1.050 1.585  0.46
O -6.184 -0.813 2.407  -0.38
C 0.396 -0.114 -0.315  0.03
C 0.243 0.029 1.042  -0.18
C -0.664 -0.744 1.846  -0.10
C -1.462 -1.777 1.366  -0.16
C -2.054 -2.014 0.067  -0.23
C -1.671 -1.298 -1.104  -0.05
C -0.342 -0.913 -1.213  -0.16
H 1.068 0.534 -1.090  0.15
H 0.786 0.821 1.565  0.26
H -0.423 -0.691 2.923  0.27
H -1.549 -2.621 2.076  0.27
H -2.527 -3.028 -0.046  0.28
H -2.256 -1.068 -1.998  0.27
H 0.128 -0.924 -2.211  0.24


[2]
Below is a 2-piece molecular cluster, C2H5NO5 overall in a non-equilibrium geometry, with properties calculated with ωB97M-V with the def2-TZVPD basis set.

Output
- Total charge: 0
- Energy relative to the best compared isomer or geometry (same formula, charge and spin): 114.93 kcal per mole
- Orbital gap: 9.0 eV

Each line ends with the natural charge from an NBO analysis.
Positions of all 13 atoms, in Å:
C 0.760 -0.016 0.016  0.67
C -0.519 0.360 -0.795  0.04
O -1.286 1.258 -0.275  -0.63
O 0.632 0.482 1.310  -0.73
O 0.881 -1.398 -0.007  -0.72
O 1.906 0.526 -0.604  -0.72
N -2.320 -0.602 0.220  0.36
O -2.189 -1.047 1.249  -0.12
H -0.135 1.089 1.277  0.50
H 1.749 -1.629 0.351  0.49
H 2.086 1.375 -0.181  0.49
H -1.203 -0.749 -0.677  0.17
H -0.360 0.349 -1.884  0.19


[3]
Below is a 8-piece molecular cluster, C46H105N5O8 overall in a non-equilibrium geometry, with properties calculated with ωB97M-V with the def2-TZVPD basis set.

Output
- Total charge: 0
- Energy relative to the best compared isomer or geometry (same formula, charge and spin): 109.77 kcal per mole
- Orbital gap: 8.3 eV
- SMILES string: CC1(C)CCCC(C)(C)N1O.CC1(C)CCCC(C)(C)N1O.CC1(C)CCCC(C)(C)N1O.CC1(C)CCCC(C)(C)N1O.COC[C@H](C)N.CCO.CCO.CCO

Each line ends with the Mulliken charge.
Positions of all 164 atoms, in Å:
C 1.726 0.313 -1.426  -2.30
C 0.270 0.873 -1.394  2.37
C -0.036 1.751 -2.604  -1.57
C -0.611 -0.351 -1.460  -0.30
C -2.071 0.023 -1.218  -1.32
C -2.233 0.560 0.241  -0.43
C -1.334 1.761 0.530  2.50
C -1.986 3.065 -0.080  -2.01
C -1.130 1.917 2.050  -2.14
N 0.019 1.531 -0.053  0.07
O 0.816 2.586 0.136  -0.29
H 2.484 1.092 -1.341  0.35
H 1.952 -0.233 -0.511  0.46
H 1.957 -0.270 -2.318  0.34
H -0.825 1.371 -3.252  0.27
H -0.275 2.733 -2.195  0.14
H 0.843 1.881 -3.235  0.49
H -0.558 -0.800 -2.452  -0.66
H -0.311 -1.038 -0.669  0.46
H -2.303 0.876 -1.857  0.24
H -2.726 -0.808 -1.477  0.62
H -2.135 -0.275 0.935  0.18
H -3.271 0.880 0.332  -0.11
H -2.074 3.202 -1.158  0.25
H -1.370 3.912 0.220  0.63
H -2.979 3.146 0.362  0.46
H -0.443 1.269 2.594  0.47
H -2.107 1.836 2.525  0.17
H -0.729 2.923 2.173  0.30
H 0.458 3.316 -0.374  0.31
C -2.280 -3.298 8.918  -1.84
C -2.441 -2.449 7.599  1.21
C -3.192 -3.476 6.580  -1.53
C -3.474 -1.214 7.854  -1.22
C -3.393 -0.072 6.797  0.11
C -1.907 0.312 6.468  -1.08
C -0.969 -0.839 6.095  1.70
C -1.379 -1.409 4.735  -1.23
C 0.450 -0.188 5.987  -1.83
N -1.077 -1.862 7.230  0.23
O -0.046 -2.781 7.086  -0.46
H -1.709 -2.857 9.735  0.42
H -3.194 -3.716 9.340  0.38
H -1.590 -4.109 8.687  0.45
H -2.452 -4.206 6.250  0.38
H -3.983 -3.910 7.191  0.49
H -3.613 -2.971 5.711  0.19
H -4.529 -1.480 7.921  0.47
H -3.319 -0.853 8.871  0.44
H -3.863 -0.293 5.838  -0.48
H -4.039 0.780 7.011  0.50
H -1.607 1.091 7.170  0.43
H -1.998 0.925 5.572  0.20
H -0.717 -2.252 4.538  0.45
H -1.246 -0.671 3.945  0.07
H -2.394 -1.705 4.471  0.04
H 0.501 0.497 5.141  0.29
H 1.092 -0.999 5.643  0.45
H 0.740 0.189 6.968  0.43
H 0.369 -2.623 7.937  0.36
C 4.885 3.865 -0.774  -1.68
C 6.089 3.757 0.183  1.23
C 7.239 4.782 -0.327  -1.77
C 5.799 4.317 1.631  -1.15
C 5.082 3.261 2.546  -0.39
C 5.924 1.920 2.464  -1.37
C 6.265 1.371 0.986  1.77
C 7.304 0.224 0.990  -2.09
C 5.046 0.686 0.349  -1.56
N 6.786 2.454 0.106  0.38
O 7.198 2.080 -1.098  -0.45
H 4.998 3.256 -1.670  0.33
H 3.992 3.489 -0.274  0.29
H 4.648 4.906 -0.993  0.48
H 8.031 4.754 0.422  0.46
H 7.738 4.479 -1.248  0.42
H 6.888 5.784 -0.572  0.34
H 6.660 4.663 2.203  0.38
H 5.053 5.073 1.383  0.45
H 4.794 3.570 3.550  0.45
H 4.082 3.066 2.158  0.01
H 5.388 1.102 2.945  0.49
H 6.855 1.977 3.028  0.38
H 8.311 0.405 1.365  0.44
H 7.516 -0.199 0.008  0.40
H 6.934 -0.579 1.627  0.41
H 4.578 -0.167 0.839  0.52
H 5.291 0.377 -0.668  0.56
H 4.298 1.441 0.107  -0.11
H 8.145 2.180 -0.975  0.39
C 0.234 -5.689 -6.758  -1.97
C -1.097 -5.281 -7.456  1.92
C -1.104 -5.864 -8.867  -1.96
C -2.294 -6.001 -6.728  -1.28
C -2.714 -5.397 -5.387  -0.65
C -3.047 -3.905 -5.445  -1.30
C -2.004 -3.021 -6.274  1.79
C -2.782 -1.824 -6.875  -1.68
C -0.924 -2.693 -5.179  -2.33
N -1.297 -3.778 -7.405  0.02
O -0.227 -3.137 -7.959  -0.48
H 0.452 -5.222 -5.798  0.31
H 0.355 -6.754 -6.561  0.47
H 1.053 -5.393 -7.413  0.43
H -0.294 -5.559 -9.530  0.35
H -1.263 -6.942 -8.839  0.37
H -1.980 -5.531 -9.423  0.46
H -3.188 -6.177 -7.327  0.39
H -1.934 -6.992 -6.452  0.48
H -3.407 -6.140 -4.992  0.40
H -1.843 -5.453 -4.734  0.20
H -3.231 -3.423 -4.485  0.46
H -3.991 -3.828 -5.986  0.52
H -3.367 -1.577 -5.989  0.37
H -3.413 -2.075 -7.728  0.36
H -2.099 -0.991 -7.044  0.36
H -0.629 -3.616 -4.679  0.22
H -1.210 -2.039 -4.356  0.30
H -0.202 -2.046 -5.677  0.82
H 0.350 -3.247 -7.200  0.40
C 3.785 -3.237 0.268  -0.84
O 3.177 -3.989 -0.796  -0.46
C 2.814 -3.089 -1.904  -0.40
C 2.577 -3.907 -3.250  0.45
C 2.403 -3.007 -4.374  -0.98
N 1.266 -4.553 -3.099  -0.51
H 4.640 -2.689 -0.128  0.32
H 4.348 -3.838 0.982  0.45
H 3.197 -2.412 0.671  0.29
H 1.921 -2.504 -1.683  0.03
H 3.648 -2.399 -2.033  0.37
H 3.363 -4.624 -3.487  0.32
H 1.478 -2.452 -4.215  -0.09
H 2.478 -3.491 -5.348  0.33
H 3.210 -2.282 -4.488  0.50
H 1.009 -5.169 -3.857  0.10
H 1.416 -5.211 -2.347  0.29
C -3.402 6.083 -1.424  -0.60
C -3.834 7.213 -2.361  -0.57
O -2.763 7.840 -3.028  -0.52
H -3.076 6.470 -0.458  0.14
H -2.607 5.500 -1.890  0.27
H -4.189 5.353 -1.235  0.37
H -4.368 7.977 -1.796  0.32
H -4.470 6.889 -3.185  0.32
H -2.349 8.374 -2.346  0.30
C -4.869 -0.428 2.559  -0.65
C -5.410 0.873 1.938  0.12
O -6.493 1.255 2.686  -0.55
H -4.572 -0.434 3.608  -0.05
H -4.025 -0.858 2.018  0.25
H -5.545 -1.262 2.373  0.51
H -5.540 0.856 0.856  0.22
H -4.635 1.625 2.088  -0.13
H -7.145 0.550 2.690  0.35
C -3.529 5.482 3.111  -0.57
C -2.146 6.125 3.466  -0.18
O -1.940 7.209 2.625  -0.56
H -3.554 4.512 3.608  0.19
H -3.552 5.300 2.036  0.01
H -4.335 6.097 3.511  0.39
H -1.351 5.410 3.254  0.13
H -2.099 6.498 4.489  0.30
H -1.414 7.040 1.840  0.30


[4]
Below is C5H8N2 as an isolated structure, with properties calculated with ωB97M-V with the def2-TZVPD basis set.

Output
- Total charge: 0
- Energy relative to the best compared isomer or geometry (same formula, charge and spin): 97.51 kcal per mole
- Orbital gap (spin up / spin down): 7.7 / 7.7 eV

Each line ends with the natural charge from an NBO analysis.
Positions of all 15 atoms, in Å:
C -1.526 0.758 -2.047  -0.86
C 0.591 1.150 2.124  0.30
C 0.669 0.943 0.748  -0.48
C 0.681 -0.469 0.809  0.19
N 1.191 -1.341 -0.104  -0.76
C 0.190 -0.858 2.121  -0.05
N -0.097 0.231 2.816  -0.43
H -0.631 1.200 -2.493  0.20
H -1.515 -0.325 -2.198  0.21
H -2.413 1.183 -2.524  0.22
H 1.171 1.544 0.003  0.23
H 1.707 -2.143 0.224  0.39
H 1.491 -0.977 -0.995  0.40
H 0.034 -1.868 2.490  0.20
H -1.542 0.974 -0.976  0.22


Please write out number 1 again, unchanged.
Below is C15H12BF3FeO4 as an isolated structure in a non-equilibrium geometry, with properties calculated with ωB97M-V with the def2-TZVPD basis set.

Output
- Total charge: +2
- Multiplicity: 5
- Energy relative to the best compared isomer or geometry (same formula, charge and spin): 129.01 kcal per mole
- Orbital gap (spin up / spin down): 5.5 / 3.6 eV

Each line ends with the natural charge from an NBO analysis.
Positions of all 36 atoms, in Å:
C 5.002 0.260 -1.715  -0.70
C 4.072 1.294 -1.416  0.49
C 3.693 2.633 -1.576  -0.24
C 2.229 2.612 -1.295  -0.15
C 1.923 1.207 -1.404  0.42
B 1.619 3.619 2.850  1.50
F 2.353 4.564 2.198  -0.49
F 0.256 3.700 2.757  -0.50
F 2.162 2.507 3.392  -0.50
O 2.959 0.580 -0.967  -0.43
H 5.959 0.595 -2.106  0.28
H 5.107 -0.379 -0.825  0.30
H 4.480 -0.427 -2.408  0.29
H 4.323 3.437 -1.994  0.31
H 1.504 3.433 -1.180  0.29
O -5.946 -4.485 0.810  -0.40
C -5.169 -3.616 0.753  0.44
Fe -4.365 -2.098 0.538  0.11
C -4.791 -1.852 -1.186  0.43
O -5.465 -1.912 -2.128  -0.41
C -5.393 -1.050 1.585  0.46
O -6.184 -0.813 2.407  -0.38
C 0.396 -0.114 -0.315  0.03
C 0.243 0.029 1.042  -0.18
C -0.664 -0.744 1.846  -0.10
C -1.462 -1.777 1.366  -0.16
C -2.054 -2.014 0.067  -0.23
C -1.671 -1.298 -1.104  -0.05
C -0.342 -0.913 -1.213  -0.16
H 1.068 0.534 -1.090  0.15
H 0.786 0.821 1.565  0.26
H -0.423 -0.691 2.923  0.27
H -1.549 -2.621 2.076  0.27
H -2.527 -3.028 -0.046  0.28
H -2.256 -1.068 -1.998  0.27
H 0.128 -0.924 -2.211  0.24


total charge of number 1 (C15H12BF3FeO4)? +2


Among the records above, which one has the highest total charge? C15H12BF3FeO4